1.
The following is a DFT calculation (the ωB97M-V functional and the def2-TZVPD basis) of C3H3FO2 in the gas phase.

The geometry in ORCA input format:
```
! wB97M-V def2-TZVPD RIJCOSX def2/J DEFGRID3
* xyz 0 1
C -0.12 0.30 -1.09
F 0.37 1.24 1.41
O -0.06 -1.53 2.52
C 0.01 0.15 0.77
O 0.16 1.54 -1.43
H -0.28 1.86 -2.23
C 0.12 -1.14 1.38
H -0.55 -0.47 -1.82
H 0.34 -1.96 0.50
*
```

Kohn-Sham gap (spin up / spin down) ... 8.850 / 7.534 eV
SMILES ... O=C/C(F)=C/O

Atom charges from the Mulliken analysis, given in e for atoms 1 to 6:
1 C -0.16
2 F -0.20
3 O -0.49
4 C 0.33
5 O -0.41
6 H 0.36

=====

2.
The following is a DFT calculation (the ωB97M-V functional and the def2-TZVPD basis) of C3H3FO2 in the gas phase.

The geometry in ORCA input format:
```
! wB97M-V def2-TZVPD RIJCOSX def2/J DEFGRID3
* xyz 0 1
H -2.47 1.16 -0.02
H 0.34 -1.47 0.45
C 0.47 -0.33 0.11
C 1.68 0.17 -0.06
H 2.06 1.21 -0.27
O -0.62 0.53 0.04
O -2.41 -0.91 -0.13
C -1.91 0.17 -0.03
F 2.86 -0.52 -0.09
*
```

Kohn-Sham gap ... 10.918 eV
SMILES ... O=CO/C=C/F

Atom charges from the Mulliken analysis, given in e for atoms 1 to 6:
1 H 0.31
2 H 0.25
3 C -0.12
4 C -0.02
5 H 0.30
6 O -0.23

=====

Structures ranked by computed energy, the most stable listed first: 2, 1.

=====

1.
The following is a DFT calculation (the ωB97M-V functional and the def2-TZVPD basis) of C20H35N3O5S in the gas phase.

The geometry in ORCA input format:
```
! wB97M-V def2-TZVPD RIJCOSX def2/J DEFGRID3
* xyz 0 1
H 1.22 -0.94 1.05
O 3.70 -7.15 0.35
H 0.69 0.36 -3.60
H 2.53 -3.20 1.01
H -2.01 -0.13 -2.00
H -3.48 2.06 3.99
O -1.55 3.58 -1.84
H 1.67 -3.20 -1.91
H -0.62 3.77 1.31
H 4.94 -6.13 -2.76
H -1.55 1.36 -2.85
C 1.31 -0.43 0.09
C -2.57 4.51 3.17
H 0.12 -1.15 -2.88
H -3.24 4.45 -0.08
C -2.54 3.72 0.33
C 2.81 -3.13 -0.03
H -4.62 3.29 4.54
H -5.26 5.17 3.03
C -4.89 4.62 2.17
H 1.70 -7.18 -1.14
H -4.08 2.33 0.96
H -2.34 1.15 -0.01
C -1.84 5.35 2.12
C -0.02 0.55 -1.59
C 1.60 -2.75 -0.92
H 2.32 -8.05 -2.46
N 2.46 -7.30 -1.80
H -2.50 6.14 1.75
C 4.77 -5.95 -1.71
H 2.60 -1.21 -2.99
H -5.71 4.04 1.75
N 3.57 -4.32 -0.34
H 4.20 -1.82 -1.12
C -4.26 2.74 3.66
C -3.24 2.87 1.39
C 2.11 -0.58 -2.25
H 0.49 1.51 -1.43
C 4.04 -4.61 -1.57
H 3.65 -5.04 0.37
H 5.73 -5.93 -1.18
H -4.58 5.36 1.42
C 3.45 -1.75 -0.34
H -0.99 5.85 2.58
O 4.62 -8.53 -1.53
H 3.84 -1.20 0.51
C 0.69 -0.23 -2.68
O 3.95 -3.88 -2.54
O -0.01 -0.18 -0.36
H -0.89 5.10 0.19
N -2.12 1.61 -0.88
S 3.92 -7.37 -1.06
C -1.48 0.82 -1.91
C -3.74 3.70 2.59
H 1.84 0.52 0.25
H 0.61 -2.95 -0.50
H 2.70 0.34 -2.17
H -2.93 5.14 3.98
H -5.10 2.15 3.28
C -1.37 4.49 0.95
H -2.53 2.13 1.79
C 2.09 -1.28 -0.91
C -2.03 2.97 -0.89
H -1.85 3.81 3.61
*
```

Kohn-Sham gap ... 9.762 eV
SMILES ... CC1(C)CCC[C@@H](C(=O)NC[C@@H]2CC[C@]3(CO2)C[C@H](NC(=O)CS(N)(=O)=O)C3)C1

Atom charges from the Mulliken analysis, given in e for atoms 1 to 6:
1 H 0.46
2 O -0.68
3 H 0.41
4 H 0.51
5 H 0.44
6 H 0.40

=====

2.
The following is a DFT calculation (the ωB97M-V functional and the def2-TZVPD basis) of C20H35N3O5S in the gas phase.

The geometry in ORCA input format:
```
! wB97M-V def2-TZVPD RIJCOSX def2/J DEFGRID3
* xyz 0 1
O 1.13 2.15 4.91
H -1.85 2.06 1.76
H -0.67 0.91 3.68
H -1.65 -0.20 2.72
C 0.76 -1.48 3.49
H 0.35 -2.18 -5.13
H -0.07 2.53 -0.81
H -1.44 -3.55 -4.18
C 1.40 1.24 5.67
C -0.92 1.51 1.62
H 0.23 0.70 -7.38
O 0.26 0.09 0.04
H -2.67 -2.63 -5.02
C -0.64 -2.13 -5.59
O 2.82 -0.49 7.97
H 1.78 1.35 2.91
C -2.12 -0.63 -6.99
N 1.72 -0.03 5.32
H -2.26 0.39 -7.36
C -1.74 -1.56 -3.40
C 1.30 1.48 7.18
H -0.63 -2.84 -6.43
C 1.94 -0.62 4.01
H 0.44 -0.99 -7.85
C -0.76 0.44 2.70
C -1.68 -2.56 -4.56
H 1.21 2.55 7.33
N -0.96 1.25 -2.19
H 2.59 0.04 2.03
C -0.95 1.89 -0.89
C 1.80 0.28 2.75
H 1.25 -1.53 0.73
H -2.03 -1.30 -7.85
H 4.38 2.37 8.01
H -0.51 -1.63 0.91
C -2.00 -0.14 -3.91
H -1.13 1.28 -5.30
H -2.52 -1.85 -2.69
C 0.34 -0.32 -6.99
N 3.97 1.65 7.44
H -1.85 2.50 -0.80
H 2.89 -1.16 4.06
H 1.27 -0.36 -6.42
C -0.94 0.26 -4.94
S 2.68 0.93 8.16
H -3.02 -0.91 -6.44
H 1.94 -0.64 6.10
C -0.85 -0.71 -6.13
H -1.80 0.21 0.14
H 4.63 0.98 7.07
C 0.46 -0.42 2.40
C -0.92 0.87 0.24
H 1.08 -2.44 3.08
C -2.13 0.80 -2.73
H -0.04 -1.65 4.22
H -0.11 0.79 -2.46
H 0.05 0.28 -4.46
H -0.79 -1.58 -2.86
H -2.99 -0.12 -4.38
H -0.10 2.23 1.68
O 2.51 1.49 9.47
H 0.44 0.97 7.60
O -3.22 1.12 -2.28
C 0.36 -0.96 0.99
*
```

Kohn-Sham gap ... 9.693 eV
SMILES ... CC1(C)CCC[C@@H](C(=O)NC[C@@H]2CC[C@]3(CO2)C[C@H](NC(=O)CS(N)(=O)=O)C3)C1

Atom charges from the Mulliken analysis, given in e for atoms 1 to 6:
1 O -0.62
2 H 0.47
3 H 0.28
4 H 0.41
5 C -1.69
6 H 0.35

=====

Structures ranked by computed energy, the most stable listed first: 1, 2.

=====

1.
The following is a DFT calculation (the ωB97M-V functional and the def2-TZVPD basis) of C5H13N2 in the gas phase.

The geometry in ORCA input format:
```
! wB97M-V def2-TZVPD RIJCOSX def2/J DEFGRID3
* xyz 0 2
H 0.81 -0.51 -0.87
H -2.96 2.04 -1.21
C -0.95 0.84 0.59
H 2.59 -1.21 1.36
H -1.80 0.54 1.18
N -2.00 1.94 -1.55
H 1.11 1.02 1.10
H 0.50 -2.43 1.34
H -0.04 1.97 -1.00
H 1.07 -2.81 -0.38
N 2.40 -0.72 0.44
H 0.19 -0.13 2.12
H 2.96 -1.29 -0.15
C 0.36 -2.16 0.34
H -0.75 -2.25 0.17
H -1.69 2.89 -1.98
C 0.97 -0.79 0.20
C -0.92 1.54 -0.56
H -2.18 1.28 -2.24
C 0.34 0.26 1.08
*
```

Kohn-Sham gap (spin up / spin down) ... 4.648 / 10.726 eV
⟨S²⟩ ... 0.751

Atom charges from the Mulliken analysis, given in e for atoms 1 to 6:
1 H 0.31
2 H 0.72
3 C -0.42
4 H 0.26
5 H 0.34
6 N -1.44

=====

2.
The following is a DFT calculation (the ωB97M-V functional and the def2-TZVPD basis) of C5H13N2 as an isolated structure.

The geometry in ORCA input format:
```
! wB97M-V def2-TZVPD RIJCOSX def2/J DEFGRID3
* xyz 0 2
H -1.55 -2.74 0.15
H -0.06 0.76 0.23
N -1.19 0.59 -0.19
H -1.44 -2.13 -2.14
C -1.29 -1.09 -1.87
C 2.03 -0.13 0.88
H -1.29 -0.30 -2.60
H 1.85 -1.03 0.29
H -1.39 1.26 -0.93
H 3.11 0.04 0.84
C 1.81 2.20 0.48
C -1.34 -0.80 -0.57
H 1.21 3.10 0.35
H -0.49 -1.77 1.17
H 2.84 2.37 0.75
H -1.83 0.83 0.56
C -1.42 -1.75 0.59
H -2.26 -1.56 1.26
H 1.75 -0.32 1.93
N 1.26 0.98 0.35
*
```

Kohn-Sham gap (spin up / spin down) ... 4.624 / 8.939 eV
⟨S²⟩ ... 0.753

Atom charges from the Mulliken analysis, given in e for atoms 1 to 6:
1 H 0.35
2 H 0.38
3 N -0.36
4 H 0.27
5 C -1.03
6 C -1.03

=====

Structures ranked by computed energy, the most stable listed first: 2, 1.

=====

1.
The following is a DFT calculation (the ωB97M-V functional and the def2-TZVPD basis) of a 2-piece molecular cluster, C2H2N3O2 overall.

The geometry in ORCA input format:
```
! wB97M-V def2-TZVPD RIJCOSX def2/J DEFGRID3
* xyz 1 1
C 0.29 1.51 1.69
C -0.13 -1.08 -2.91
H -0.55 1.53 0.99
N -0.28 -1.18 -0.47
N -0.37 -1.07 -1.73
N 0.64 1.57 2.83
O 1.35 1.56 3.70
H -1.08 -1.79 -0.08
O 0.14 -1.05 -4.03
*
```

Kohn-Sham gap (spin up / spin down) ... 3.272 / 5.551 eV

Atom charges from the Mulliken analysis, given in e for atoms 1 to 6:
1 C -0.19
2 C 0.59
3 H 0.32
4 N -0.31
5 N 0.31
6 N 0.53

=====

2.
The following is a DFT calculation (the ωB97M-V functional and the def2-TZVPD basis) of a 2-piece molecular cluster, C2H2N3O2 overall.

The geometry in ORCA input format:
```
! wB97M-V def2-TZVPD RIJCOSX def2/J DEFGRID3
* xyz 1 1
H 1.27 0.92 -0.54
N -0.50 0.03 0.21
O 0.05 -1.15 0.31
O -4.53 3.13 -0.61
C -3.41 3.00 -0.58
C 0.23 1.00 -0.23
H -0.61 -1.78 0.67
N -0.31 2.20 -0.34
N -0.72 3.22 -0.47
*
```

Kohn-Sham gap (spin up / spin down) ... 9.852 / 9.852 eV

Atom charges from the Mulliken analysis, given in e for atoms 1 to 6:
1 H 0.37
2 N -0.07
3 O -0.23
4 O -0.06
5 C 0.08
6 C -0.02

=====

Structures ranked by computed energy, the most stable listed first: 2, 1.

=====

1.
The following is a DFT calculation (the ωB97M-V functional and the def2-TZVPD basis) of H5NOSSi as an isolated structure.

The geometry in ORCA input format:
```
! wB97M-V def2-TZVPD RIJCOSX def2/J DEFGRID3
* xyz 0 1
O -0.58 1.92 0.40
H -0.26 -0.18 -1.70
Si 0.34 -0.02 -0.47
H 2.11 1.49 0.42
H -1.37 -1.00 0.83
H -1.45 1.71 0.22
S 2.41 0.27 -0.23
N -0.37 -1.26 0.53
H 0.12 -1.55 1.37
*
```

Kohn-Sham gap ... 10.153 eV

Atom charges from the Mulliken analysis, given in e for atoms 1 to 6:
1 O -0.73
2 H -0.09
3 Si 0.65
4 H 0.24
5 H 0.26
6 H 0.23

=====

2.
The following is a DFT calculation (the ωB97M-V functional and the def2-TZVPD basis) of H5NOSSi in the gas phase.

The geometry in ORCA input format:
```
! wB97M-V def2-TZVPD RIJCOSX def2/J DEFGRID3
* xyz 0 1
H -0.58 0.07 -2.13
N 1.19 0.67 0.00
H -1.72 1.87 1.12
O -1.20 1.08 1.18
Si -0.21 -0.05 0.48
H 1.64 1.22 0.73
H -0.31 -1.28 1.32
S -1.58 -0.58 -1.49
H 1.88 0.20 -0.55
*
```

Kohn-Sham gap ... 9.312 eV
SMILES ... N[Si@@H](O)S

Atom charges from the Mulliken analysis, given in e for atoms 1 to 6:
1 H 0.11
2 N -0.40
3 H 0.35
4 O -0.47
5 Si 0.44
6 H 0.26

=====

Structures ranked by computed energy, the most stable listed first: 2, 1.

=====

1.
The following is a DFT calculation (the ωB97M-V functional and the def2-TZVPD basis) of C2H4ClNO3 in the gas phase.

The geometry in ORCA input format:
```
! wB97M-V def2-TZVPD RIJCOSX def2/J DEFGRID3
* xyz 0 1
H 1.29 0.52 -1.44
C 0.92 0.60 -0.32
H 0.47 2.32 0.49
O -2.01 -1.50 0.42
O 1.11 1.96 -0.09
H -0.26 -2.65 0.71
N -0.91 -0.99 0.23
Cl -1.77 1.28 -0.70
C -0.51 0.14 -0.24
H 1.49 0.14 0.43
O 0.18 -1.83 0.51
*
```

Kohn-Sham gap ... 9.871 eV
SMILES ... [O-]/[N+](O)=C(\Cl)CO

Atom charges from the Mulliken analysis, given in e for atoms 1 to 6:
1 H 0.22
2 C -0.10
3 H 0.28
4 O -0.69
5 O -0.48
6 H 0.35

=====

2.
The following is a DFT calculation (the ωB97M-V functional and the def2-TZVPD basis) of a 3-piece molecular cluster, C2H4ClNO3 overall.

The geometry in ORCA input format:
```
! wB97M-V def2-TZVPD RIJCOSX def2/J DEFGRID3
* xyz 0 1
Cl 2.31 4.20 2.36
O -0.79 -1.48 -2.19
O -0.39 -3.48 -1.33
H -0.84 -0.53 -2.28
H -0.24 -4.01 -0.52
H -0.33 0.64 1.00
N -0.07 2.76 1.23
C -0.47 -2.08 -1.06
H 1.37 3.90 1.68
C -0.18 1.63 1.10
O -0.37 -1.56 0.02
*
```

Kohn-Sham gap ... 11.179 eV
SMILES ... O=C(O)O.C#N.Cl

Atom charges from the Mulliken analysis, given in e for atoms 1 to 6:
1 Cl -0.28
2 O -0.43
3 O -0.45
4 H 0.35
5 H 0.36
6 H 0.39

=====

Structures ranked by computed energy, the most stable listed first: 2, 1.